1.
C24H15Br2N4OSr | ωB97M-V/def2-TZVPD

* gap between HOMO and LUMO: 0.22925 hartree
* lowest unoccupied orbital energy: -3.52 eV
* relative energy (zero: lowest compared OMol25 entry of this formula, charge and spin): 15.1 kcal per mole
* HOMO energy: -9.76 eV
* E: -174057.7363 eV

```
! RIJCOSX wB97M-V def2-TZVPD def2/J DEFGRID3
* xyz 1 1
Sr 1.9519 -0.7915 0.7462
Br -4.7645 -4.2582 0.4374
Br 0.8669 -4.8829 0.3877
O 0.7730 -2.0002 -0.3888
N -1.3600 -0.2881 -0.5027
N 0.4575 0.2057 2.3477
N 3.2744 -0.0147 -1.1121
N 1.3912 1.4481 0.1446
C 4.8168 -0.4484 -2.8800
C -1.9455 -4.3238 0.3265
C 3.5159 1.5579 -2.8769
C -1.9350 0.9079 3.5260
C 2.9187 1.1411 -1.6928
C -0.1094 -0.5780 3.2619
C 4.4728 0.7530 -3.4754
C -1.5778 -1.5961 -0.2203
C 0.4196 2.0704 0.8157
C -0.6676 -3.7915 0.1471
C 0.3570 3.7823 -0.8474
C 4.1904 -0.7845 -1.6932
C -0.1534 1.3419 1.9836
C -2.8866 -2.1224 -0.0282
C -1.3264 -0.2924 3.8533
C -0.0988 3.2781 0.3585
C -3.9653 -1.2174 -0.1182
C -2.3974 0.5036 -0.6245
C -0.4237 -2.4567 -0.1641
C 1.3232 3.0945 -1.5594
C -1.3348 1.7430 2.5974
C -3.7250 0.0907 -0.4311
C -3.0341 -3.5042 0.2323
C 1.8528 1.9301 -1.0116
H 5.5503 -1.1066 -3.3223
H 0.4304 -1.4818 3.5296
H -0.8514 3.8163 0.9148
H -2.8794 1.1864 3.9738
H -2.0680 -5.3789 0.5258
H 4.4307 -1.7150 -1.1886
H -4.9730 -1.5705 0.0506
H 3.2514 2.4973 -3.3374
H 4.9397 1.0664 -4.3992
H -2.1810 1.5369 -0.8834
H -1.8116 2.6754 2.3352
H -4.5373 0.7985 -0.5263
H -1.7759 -0.9839 4.5510
H -0.0558 4.6998 -1.2447
H 1.6542 3.4623 -2.5180
*
```

Löwdin atomic charge list, values in e, 6 entries: 1.6228 0.7864 0.7803 -0.4696 0.1289 -0.0549

***

2.
C24H15Cl5N3O8OsS | ωB97M-V/def2-TZVPD

* gap between HOMO and LUMO (spin up / spin down): 0.22748 / 0.21593 hartree
* lowest unoccupied orbital energy (spin up / spin down): -3.99 / -5.11 eV
* relative energy (zero: lowest compared OMol25 entry of this formula, charge and spin): 434.0 kcal per mole
* HOMO energy (spin up / spin down): -10.18 / -10.98 eV
* E: -121867.9582 eV

```
! RIJCOSX wB97M-V def2-TZVPD def2/J DEFGRID3
* xyz 1 5
Os -0.5993 -1.1075 -0.7247
Cl -4.8009 -1.6855 3.3088
Cl -4.1215 -1.3348 0.2889
Cl 0.4775 -1.5647 4.5282
Cl -2.5380 -1.8559 5.4252
Cl 0.9279 -0.9695 1.0087
S -1.4482 -3.2809 -1.4123
O -0.1337 3.8115 -1.0390
O 3.3363 2.8876 2.5360
O -1.5431 6.1497 -2.6034
O 3.7097 0.7859 3.2919
O -3.6369 6.0139 -2.0881
O -1.9829 -0.0582 -1.8519
O 0.6359 -0.5109 -2.4772
O -0.1080 1.5386 -3.1674
N 1.1188 -3.8179 -2.1508
N -2.5368 5.5342 -2.2560
N 0.6189 -4.5302 -0.1574
C 4.1566 2.1312 3.3937
C 0.7106 1.8521 0.1473
C -2.3602 4.1059 -2.0554
C -2.1566 -1.5516 3.7862
C -0.8530 2.0587 -2.0100
C -3.4071 3.3122 -1.8050
C 1.9455 -5.1054 -0.4216
C -2.1133 1.2431 -1.8123
C -0.9927 3.5869 -2.2247
C -2.8738 -1.2794 1.4645
C -1.5499 -1.0733 1.0740
C 0.5079 0.3985 -3.2841
C -3.1713 -1.4800 2.8193
C -3.2950 1.8811 -1.6779
C 0.1508 -3.9037 -1.2412
C 0.5688 0.4861 0.1938
C 2.4089 -4.2202 -1.5831
C -0.8114 -1.3934 3.4185
C -0.0250 2.4812 -0.8373
C 2.1922 -0.5129 2.2143
C 1.6280 2.6101 0.9856
C 2.7200 0.7026 2.3590
C 2.4829 2.0727 1.8569
C -0.6190 -1.1344 2.0901
H 2.5908 -5.0374 0.4491
H -0.4808 3.9596 -3.1075
H 1.8414 -6.1493 -0.7227
H 0.9794 0.3369 -4.2679
H 1.0023 -3.2623 -2.9828
H 1.6679 3.6854 0.8728
H 2.0029 -1.1942 -0.0358
H -4.3825 3.7748 -1.7247
H 2.9415 -3.3372 -1.2167
H -4.1847 1.2901 -1.5174
H 1.1597 -2.3813 1.2195
H 5.1956 2.1904 3.0677
H 3.0282 -4.7410 -2.3070
H 4.0366 2.4709 4.4215
H -0.0179 -4.8790 0.5421
*
```

Löwdin atomic charge list, values in e, 6 entries: 1.2384 0.7245 0.7377 0.7737 0.7327 0.6779

***

3.
C24H15ClCrO3 | ωB97M-V/def2-TZVPD

* gap between HOMO and LUMO (spin up / spin down): 0.15430 / 0.16862 hartree
* lowest unoccupied orbital energy (spin up / spin down): 2.14 / 0.80 eV
* relative energy (zero: lowest compared OMol25 entry of this formula, charge and spin): 36.2 kcal per mole
* HOMO energy (spin up / spin down): -2.06 / -3.79 eV
* E: -72213.0470 eV

```
! RIJCOSX wB97M-V def2-TZVPD def2/J DEFGRID3
* xyz -1 4
Cr -1.5928 2.7159 -1.6439
Cl 0.0138 0.5487 3.3940
O -3.4942 4.2039 0.1101
O 0.2972 2.1136 0.6245
O 0.0224 5.1637 -2.3217
C 2.7462 -0.1035 -0.2001
C 0.1199 -0.9894 -0.5880
C -3.4226 1.8791 -2.4351
C -1.2545 -4.3358 2.8852
C -1.3122 0.6152 -2.1153
C -2.6894 0.8575 -1.7845
C -1.7392 -3.9740 1.6413
C -1.4521 2.4295 -3.7910
C -2.7626 3.6379 -0.5547
C -0.6987 1.4356 -3.1190
C 4.0635 -0.6081 2.1760
C 4.6491 0.2030 1.2250
C -0.5553 -0.3429 -1.3982
C 0.6017 -2.8808 2.5653
C -2.8051 2.6705 -3.4364
C 3.9863 0.4439 0.0351
C 0.8147 -1.4982 0.4770
C 2.1261 -0.9376 0.7468
C 2.8368 -1.1659 1.9355
C -1.0670 -3.0571 0.8669
C -0.4266 2.3544 -0.2224
C 0.1352 -2.4752 1.3056
C -0.0747 -3.7829 3.3408
C -0.5945 4.2431 -2.0558
H -1.7950 -5.0397 3.4993
H 2.2376 0.1079 -1.1245
H -0.9854 3.0299 -4.5739
H 1.6111 -2.3830 2.9402
H 4.4435 1.0757 -0.7081
H 5.6116 0.6530 1.4161
H -1.4585 -2.7861 -0.0979
H -3.1777 0.2305 -1.0356
H -4.4533 2.0915 -2.1361
H -3.3758 3.4499 -3.9475
H -2.6549 -4.4115 1.2809
H 2.3056 -1.8520 2.7445
H 0.3051 -4.0412 4.3167
H 4.5565 -0.7817 3.1197
H 0.3582 1.2926 -3.3569
*
```

Löwdin atomic charge list, values in e, 6 entries: 0.2267 -0.6238 0.1493 0.1354 0.1472 -0.0361

***

4.
C24H15F5IrN6OSbSe5Te | ωB97M-V/def2-TZVPD

* gap between HOMO and LUMO (spin up / spin down): 0.09779 / 0.19526 hartree
* lowest unoccupied orbital energy (spin up / spin down): 0.24 / -0.51 eV
* relative energy (zero: lowest compared OMol25 entry of this formula, charge and spin): 46.9 kcal per mole
* HOMO energy (spin up / spin down): -2.42 / -5.83 eV
* E: -393110.2826 eV

```
! RIJCOSX wB97M-V def2-TZVPD def2/J DEFGRID3
* xyz -1 6
Ir -0.0506 0.9337 -0.5006
Te -3.2432 3.4590 -0.6408
Sb 2.5713 1.3558 -3.4519
Se 0.2827 0.4373 -2.8744
Se 4.1186 1.0373 -1.3753
Se 5.4030 2.8346 -1.7247
Se 3.4289 -0.4868 -4.8514
Se -1.2748 -6.7900 -2.0574
F -4.3884 2.3991 0.4285
F -2.4259 4.6818 -1.7964
F -4.7936 4.4568 -0.9618
F -3.8202 2.4536 -2.1318
F -3.0047 4.6396 0.7913
O -1.8002 2.4541 -0.3208
N 0.5465 1.0286 1.4797
N -1.5609 -0.7511 -0.7111
N -2.3263 -5.3534 -1.9199
N 1.4446 1.9853 1.7911
N 0.1875 -5.9039 -1.5430
N 1.0172 -1.3454 -0.2353
C 2.1392 4.5838 -1.3395
C -1.5722 -4.3641 -1.5290
C 0.5036 -0.5003 4.8563
C 1.7392 2.7875 0.7436
C 2.0912 -3.8656 -0.6048
C 2.8716 -2.8320 -0.1364
C 2.2829 -1.5829 0.0498
C -0.1718 -4.6709 -1.3186
C 1.1248 2.5456 -0.5127
C 0.2443 -2.3402 -0.6729
C 0.7418 -3.6302 -0.8659
C -3.8073 -1.3815 -1.2166
C 0.8333 0.3442 3.8103
C -3.4160 -2.6771 -1.4595
C -0.4488 -1.5007 4.7078
C 2.8211 4.7531 -0.1332
C -2.0721 -3.0131 -1.3038
C 1.2930 3.4930 -1.5182
C -2.8472 -0.4460 -0.8470
C -1.1702 -2.0212 -0.9176
C 0.2105 0.2080 2.5569
C -0.7564 -0.7948 2.4225
C 2.6124 3.8766 0.9121
C -1.0777 -1.6319 3.4773
H 3.4889 5.5959 -0.0041
H -4.8370 -1.0684 -1.3118
H -0.7019 -2.1535 5.5333
H -1.2823 -0.8976 1.4887
H -3.1028 0.5827 -0.6532
H 0.7266 3.4066 -2.4387
H 3.9193 -2.9735 0.0884
H 2.4956 -4.8564 -0.7638
H -4.1210 -3.4404 -1.7607
H 3.0925 4.0183 1.8721
H 1.5722 1.1183 3.9422
H -1.8388 -2.3901 3.3325
H 1.0026 -0.3683 5.8095
H 2.8438 -0.7444 0.4482
H 2.2616 5.3055 -2.1375
*
```

Löwdin atomic charge list, values in e, 6 entries: 1.1421 1.7710 0.2675 0.1490 -0.0566 0.0357

***

Copy entry 2 word for word.
C24H15Cl5N3O8OsS | ωB97M-V/def2-TZVPD

* gap between HOMO and LUMO (spin up / spin down): 0.22748 / 0.21593 hartree
* lowest unoccupied orbital energy (spin up / spin down): -3.99 / -5.11 eV
* relative energy (zero: lowest compared OMol25 entry of this formula, charge and spin): 434.0 kcal per mole
* HOMO energy (spin up / spin down): -10.18 / -10.98 eV
* E: -121867.9582 eV

```
! RIJCOSX wB97M-V def2-TZVPD def2/J DEFGRID3
* xyz 1 5
Os -0.5993 -1.1075 -0.7247
Cl -4.8009 -1.6855 3.3088
Cl -4.1215 -1.3348 0.2889
Cl 0.4775 -1.5647 4.5282
Cl -2.5380 -1.8559 5.4252
Cl 0.9279 -0.9695 1.0087
S -1.4482 -3.2809 -1.4123
O -0.1337 3.8115 -1.0390
O 3.3363 2.8876 2.5360
O -1.5431 6.1497 -2.6034
O 3.7097 0.7859 3.2919
O -3.6369 6.0139 -2.0881
O -1.9829 -0.0582 -1.8519
O 0.6359 -0.5109 -2.4772
O -0.1080 1.5386 -3.1674
N 1.1188 -3.8179 -2.1508
N -2.5368 5.5342 -2.2560
N 0.6189 -4.5302 -0.1574
C 4.1566 2.1312 3.3937
C 0.7106 1.8521 0.1473
C -2.3602 4.1059 -2.0554
C -2.1566 -1.5516 3.7862
C -0.8530 2.0587 -2.0100
C -3.4071 3.3122 -1.8050
C 1.9455 -5.1054 -0.4216
C -2.1133 1.2431 -1.8123
C -0.9927 3.5869 -2.2247
C -2.8738 -1.2794 1.4645
C -1.5499 -1.0733 1.0740
C 0.5079 0.3985 -3.2841
C -3.1713 -1.4800 2.8193
C -3.2950 1.8811 -1.6779
C 0.1508 -3.9037 -1.2412
C 0.5688 0.4861 0.1938
C 2.4089 -4.2202 -1.5831
C -0.8114 -1.3934 3.4185
C -0.0250 2.4812 -0.8373
C 2.1922 -0.5129 2.2143
C 1.6280 2.6101 0.9856
C 2.7200 0.7026 2.3590
C 2.4829 2.0727 1.8569
C -0.6190 -1.1344 2.0901
H 2.5908 -5.0374 0.4491
H -0.4808 3.9596 -3.1075
H 1.8414 -6.1493 -0.7227
H 0.9794 0.3369 -4.2679
H 1.0023 -3.2623 -2.9828
H 1.6679 3.6854 0.8728
H 2.0029 -1.1942 -0.0358
H -4.3825 3.7748 -1.7247
H 2.9415 -3.3372 -1.2167
H -4.1847 1.2901 -1.5174
H 1.1597 -2.3813 1.2195
H 5.1956 2.1904 3.0677
H 3.0282 -4.7410 -2.3070
H 4.0366 2.4709 4.4215
H -0.0179 -4.8790 0.5421
*
```

Löwdin atomic charge list, values in e, 6 entries: 1.2384 0.7245 0.7377 0.7737 0.7327 0.6779

***

Among the records above, which one has the highest relative energy (zero: lowest compared OMol25 entry of this formula, charge and spin)?
C24H15Cl5N3O8OsS

***

Which value of E does entry 4 give?
-393110.2826 eV